(1)
The following is a quantum chemistry calculation of a structure of composition C30H32BrN7O2SSeV, from the Open Molecules 2025 dataset.

Geometry as XYZ:
```
75
C30H32BrN7O2SSeV (ωB97M-V/def2-TZVPD)
V 0.1402 0.2560 0.3867
O 3.6896 0.3230 1.3654
C 4.4315 -0.4234 0.4971
C 5.8002 -0.5037 0.7036
C 6.5865 -1.2473 -0.1622
C 6.0204 -1.9020 -1.2469
C 4.6511 -1.8192 -1.4458
C 3.8418 -1.1012 -0.5744
C 2.3478 -1.1337 -0.7524
O 1.7123 0.1007 -0.5703
N 1.7919 -2.0686 0.2499
N 0.4249 -1.9006 0.4127
C -0.3011 -2.9421 0.5366
C -1.7095 -2.9707 0.9159
Br -2.3444 -1.6202 2.0868
C -2.5286 -3.9673 0.5711
C -2.1799 -5.0406 -0.3712
C -2.5802 -6.3494 -0.0942
C -2.2494 -7.3795 -0.9567
C -1.5371 -7.1125 -2.1198
C -1.1649 -5.8112 -2.4214
C -1.4857 -4.7781 -1.5532
H 2.8744 0.5598 0.8949
H 6.2314 0.0333 1.5380
H 7.6544 -1.3026 0.0035
H 6.6383 -2.4663 -1.9312
H 4.1953 -2.3246 -2.2905
H 2.1202 -1.4942 -1.7655
H 2.0555 -3.0373 0.0858
H 0.1496 -3.9218 0.3696
H -3.5200 -3.9952 1.0083
H -3.1435 -6.5559 0.8077
H -2.5540 -8.3919 -0.7278
H -1.2902 -7.9176 -2.7989
H -0.6401 -5.5968 -3.3430
H -1.2427 -3.7546 -1.8141
Se -1.6841 -0.0870 -1.2404
C -2.6411 1.5481 -0.9230
C -2.9323 1.9631 0.3739
C -3.5776 3.1699 0.5989
C -3.9576 3.9665 -0.4730
C -3.6936 3.5444 -1.7680
C -3.0363 2.3423 -1.9944
H -2.6713 1.3303 1.2161
H -3.7992 3.4795 1.6128
H -4.4713 4.9031 -0.3007
H -4.0017 4.1521 -2.6091
H -2.8268 2.0198 -3.0069
C 1.5938 -1.4226 5.4253
N 0.9864 -0.5703 4.4141
C 0.1375 0.4899 4.6457
C -0.1826 0.9956 3.4299
N 0.4522 0.2504 2.4548
C 1.1411 -0.6849 3.0950
H 2.0070 -0.8060 6.2196
H 2.3974 -1.9938 4.9686
H 0.8529 -2.1036 5.8393
H -0.1436 0.7900 5.6394
H -0.7873 1.8482 3.1825
H 1.7813 -1.4144 2.6253
C -1.0524 6.4168 1.9058
C 0.1525 5.4916 2.0776
C 0.1931 4.4102 1.0503
N 0.1336 3.1578 1.3082
N 0.1595 2.3647 0.1837
C 0.2576 3.0591 -0.9337
N 0.3365 2.5284 -2.1577
S 0.2998 4.7604 -0.6578
H -1.0607 7.1756 2.6864
H -1.9840 5.8530 1.9613
H -1.0266 6.9305 0.9436
H 0.1292 4.9984 3.0495
H 1.0797 6.0668 2.0286
H 0.1005 1.5474 -2.2650
H 0.2654 3.1246 -2.9625
```

Summary:
- Spin multiplicity: 3
- HOMO-LUMO gap (alpha / beta): 7.664 / 7.565 eV
- E_HOMO (alpha / beta): -10.357 / -10.446 eV
- Expectation value of S²: 2.0220
- Total charge: +1
- Energy relative to the best compared isomer or geometry (same formula, charge and spin): 0.086 eV



(2)
The following is a quantum chemistry calculation of a structure of composition C30H32Cl2HfNO6PS2Se in a non-equilibrium geometry, from the Open Molecules 2025 dataset.

Geometry as XYZ:
```
76
C30H32Cl2HfNO6PS2Se (ωB97M-V/def2-TZVPD)
Hf -0.2232 0.0140 0.2301
O 1.7647 0.8290 0.3305
S 2.6998 0.8782 -0.8967
C 4.0677 -0.2150 -0.4164
C 3.7891 -1.7157 -0.2500
C 3.8639 -2.2489 1.1894
C 2.7644 -1.8180 2.1577
S 1.1004 -2.4593 1.8200
O 0.8716 -1.8738 0.4021
C 1.4451 -4.1666 1.4613
C 1.5640 -5.0324 2.5415
C 1.6942 -6.3912 2.3071
C 1.6816 -6.8739 1.0044
C 1.5429 -6.0006 -0.0644
C 1.4162 -4.6362 0.1581
C 1.8827 -0.1466 -2.1286
C 0.6004 -0.5744 -1.8331
C 0.0132 -1.3795 -2.8214
C 0.6733 -1.7020 -3.9949
C 1.9567 -1.2178 -4.2462
C 2.5751 -0.4157 -3.3067
H 4.4174 0.2508 0.5095
H 4.8247 -0.0301 -1.1812
H 4.5345 -2.2541 -0.8372
H 2.8183 -1.9599 -0.6742
H 4.8168 -1.9436 1.6324
H 3.8754 -3.3397 1.1399
H 2.5896 -0.7388 2.1440
H 2.9949 -2.1176 3.1821
H 1.5384 -4.6482 3.5549
H 1.7827 -7.0753 3.1404
H 1.7660 -7.9374 0.8240
H 1.5180 -6.3809 -1.0770
H 1.2777 -3.9410 -0.6595
H -1.2093 0.3306 -1.2232
H -0.9894 -1.7635 -2.6641
H 0.1878 -2.3302 -4.7315
H 2.4673 -1.4684 -5.1668
H 3.5710 -0.0237 -3.4847
Cl -2.0124 1.4662 -1.4445
C -0.6457 2.3867 -1.0336
C 0.2286 2.9967 -1.9431
C 1.1995 3.8890 -1.5838
C 1.3834 4.2003 -0.2359
C 0.6298 3.5930 0.7212
Cl 0.9178 3.9490 2.3959
C -0.3816 2.6389 0.4390
N -1.1928 2.0929 1.3847
H 0.0395 2.7558 -2.9858
H 1.8116 4.3640 -2.3374
H 2.1235 4.9322 0.0602
O -0.0855 -0.1448 2.3963
Se -1.6588 -0.8023 2.4880
O -1.7042 -2.0505 3.4785
O -1.7342 -1.3011 0.8299
O -2.7855 0.3242 2.7406
C -2.0526 1.2814 -2.9941
P -2.6687 1.5754 0.4998
C -4.2202 0.5527 0.4065
C -3.4857 3.2005 0.8711
C -3.7356 3.4584 2.2221
C -4.3443 4.6389 2.6115
C -4.7102 5.5816 1.6586
C -4.4766 5.3278 0.3175
C -3.8665 4.1421 -0.0751
H -2.8283 2.5863 -1.6206
H -2.0762 1.1564 -4.0549
H -2.9889 0.4863 -1.3973
H -5.0116 1.2849 0.2542
H -4.3722 -0.0313 1.3034
H -4.2148 -0.1061 -0.4640
H -3.4277 2.7293 2.9621
H -4.5271 4.8286 3.6613
H -5.1721 6.5125 1.9612
H -4.7728 6.0514 -0.4309
H -3.7069 3.9701 -1.1338
```

Summary:
- Spin multiplicity: 1
- HOMO-LUMO gap (alpha / beta): 6.069 / 6.055 eV
- E_HOMO (alpha / beta): -5.973 / -5.962 eV
- Total charge: 0
- Energy relative to the best compared isomer or geometry (same formula, charge and spin): 22.865 eV



(3)
The following is a quantum chemistry calculation of a cluster of 4 separate species, C30H32Cl3F6N4O3 in total in a non-equilibrium geometry, from the Open Molecules 2025 dataset.

Geometry as XYZ:
```
78
C30H32Cl3F6N4O3 (ωB97M-V/def2-TZVPD)
C -0.2874 4.6473 -0.8596
C -0.9930 4.6897 0.5695
Cl -2.0897 6.1381 0.8984
C -0.7806 3.6953 1.5719
Cl -1.6385 3.9378 3.1578
N 0.1415 2.6052 1.2242
Cl 1.3717 2.6215 2.4400
C -0.5269 1.2775 1.0729
C -1.2038 0.6833 2.3946
C -2.7973 0.8306 2.4777
C -3.4740 -0.4902 1.8449
C -4.8350 -0.2191 1.0468
N -5.7755 0.7200 1.7492
C -5.8426 2.0093 1.0054
N -6.4140 2.0162 -0.1875
N -5.3236 3.2513 1.5842
C 0.6602 0.2288 0.6911
O 1.5968 0.8148 -0.2768
C 2.1989 -0.1671 -1.0692
F 2.6647 -1.3020 -0.3231
F 1.3581 -0.6311 -2.1263
F 3.3624 0.3565 -1.7162
C -1.5027 1.2701 -0.2284
O -1.2331 0.5232 -1.2451
O -2.6200 2.0771 -0.3459
H 0.6033 3.9307 -0.8850
H 0.1381 5.6841 -1.1399
H -1.0208 4.3162 -1.6790
H -0.7709 1.0746 3.3791
H -0.9796 -0.4536 2.3927
H -3.2178 1.8107 2.0805
H -3.0643 0.8061 3.6054
H -3.7491 -1.1920 2.7257
H -2.7224 -1.0781 1.2135
H -4.6089 0.1507 -0.0078
H -5.3708 -1.2317 0.9272
H -6.7139 0.2970 1.6461
H -6.3950 2.9641 -0.5945
H -5.3464 3.1957 2.6200
H -5.8982 4.0393 1.2599
H 0.2312 -0.7844 0.3401
H 1.3025 -0.0402 1.6161
F 0.1360 -5.2855 -6.8055
C 0.1356 -4.0833 -6.2019
C -1.0009 -3.2921 -6.2609
C -1.0026 -2.0506 -5.6320
C 0.1358 -1.6109 -4.9610
C 1.2727 -2.4114 -4.9123
C 1.2714 -3.6576 -5.5317
H -1.8746 -3.6478 -6.7948
H -1.8890 -1.4265 -5.6650
H 0.1350 -0.6409 -4.4744
H 2.1597 -2.0652 -4.3924
H 2.1452 -4.2982 -5.4964
F 7.8554 -5.3210 -2.9412
C 7.0017 -4.6563 -3.7369
C 6.2477 -3.6190 -3.2104
C 5.3672 -2.9274 -4.0359
C 5.2433 -3.2883 -5.3757
C 6.0018 -4.3347 -5.8921
C 6.8906 -5.0196 -5.0698
H 6.3516 -3.3581 -2.1637
H 4.7779 -2.1089 -3.6360
H 4.5527 -2.7508 -6.0181
H 5.9009 -4.6170 -6.9348
H 7.4957 -5.8311 -5.4568
F 0.5165 -0.9690 5.9913
C 0.5208 0.2250 6.6034
C -0.6141 1.0191 6.5546
C -0.6117 2.2550 7.1935
C 0.5299 2.6867 7.8648
C 1.6656 1.8828 7.9029
C 1.6599 0.6423 7.2735
H -1.4902 0.6698 6.0202
H -1.4970 2.8812 7.1680
H 0.5328 3.6529 8.3593
H 2.5552 2.2224 8.4226
H 2.5320 -0.0004 7.3004
```

Summary:
- Spin multiplicity: 1
- HOMO-LUMO gap: 7.194 eV
- E_HOMO: -4.801 eV
- Total charge: -1



The highest total charge belongs to which entry? C30H32BrN7O2SSeV